No. 1
A molecular structure, C64H61CsN4OP2S5. Source: OMol25; level of theory: ωB97M-V/def2-TZVPD.

Structure (XYZ):
```
138
Properties=species:S:1:pos:R:3:lowdin_charge:R:1
Cs 0.0374 -1.0499 1.3039 1.332
C 5.5305 3.2063 0.0608 -0.098
C 4.2541 3.8933 0.5440 -0.266
N 3.0516 3.2512 0.0449 -0.040
C 2.5823 2.0678 0.5531 -0.814
S 0.9978 1.5998 0.0455 0.483
N 3.3107 1.4655 1.4437 0.000
N 3.0900 0.2587 1.9377 0.031
C 3.0372 -0.8180 1.2283 -0.426
C 3.2788 -0.9274 -0.2490 -0.048
C 2.6871 -1.9995 2.0153 -0.390
C 2.9292 -2.0192 3.3982 -0.021
C 2.4220 -3.0515 4.1547 -0.071
C 1.6926 -4.0558 3.5224 -0.065
C 1.5537 -3.9846 2.1500 -0.183
N 2.0367 -2.9956 1.4013 -0.040
H 6.4127 3.7498 0.4056 0.065
H 5.5665 2.1940 0.4561 0.052
H 5.5424 3.1558 -1.0290 0.067
H 4.2426 3.8970 1.6398 0.104
H 4.2387 4.9263 0.1940 0.107
H 2.3414 3.8092 -0.3923 0.093
H 2.4735 -0.4832 -0.8385 0.020
H 4.1875 -0.3712 -0.4941 0.089
H 3.4003 -1.9701 -0.5371 0.072
H 3.4960 -1.2090 3.8307 0.114
H 2.5975 -3.0893 5.2230 0.109
H 1.2602 -4.8747 4.0809 0.101
H 1.0316 -4.7703 1.6110 0.109
O -2.1199 -1.6111 2.2710 -0.897
S -2.9832 -1.6674 1.0556 0.850
C -4.5988 -0.9960 1.5266 -0.275
C -5.7028 -1.5588 0.9278 -0.059
C -7.0212 -1.2465 1.3103 -0.004
C -7.1964 -0.3808 2.3519 -0.150
C -8.4408 0.0884 3.0640 -0.099
C -7.9358 1.1021 4.1250 -0.099
C -6.4380 1.1360 3.9437 -0.154
C -5.4616 1.8626 4.5612 -0.001
C -4.1404 1.7425 4.0866 -0.060
C -3.7544 0.8911 3.0720 -0.276
P -2.0731 1.0888 2.3229 1.035
C -1.0403 1.1069 3.8557 -0.337
C -0.8497 2.2487 4.6360 -0.098
C -0.0153 2.2246 5.7420 -0.068
C 0.6525 1.0608 6.0917 -0.074
C 0.4654 -0.0839 5.3354 -0.069
C -0.3735 -0.0595 4.2313 -0.165
C -2.1594 2.8781 1.9108 -0.368
C -0.9787 3.6219 1.8446 -0.145
C -1.0010 4.9444 1.4334 -0.074
C -2.1958 5.5375 1.0505 -0.094
C -3.3638 4.7911 1.0568 -0.092
C -3.3457 3.4698 1.4806 -0.095
C -4.7398 0.0367 2.4957 -0.127
C -6.0701 0.2452 2.9193 -0.083
C -3.4894 -3.3958 1.0619 -0.302
C -3.9899 -3.8775 2.2495 -0.046
C -4.4940 -5.1812 2.3852 0.004
C -4.4979 -5.9892 1.2790 -0.143
C -4.9918 -7.3996 1.0691 -0.097
C -4.6988 -7.7085 -0.4245 -0.097
C -4.0260 -6.4649 -0.9497 -0.156
C -3.5109 -6.1489 -2.1727 -0.006
C -2.8822 -4.8962 -2.3405 -0.062
C -2.7979 -3.9354 -1.3516 -0.285
P -1.8337 -2.3763 -1.5812 1.056
C -3.1767 -1.2461 -2.1307 -0.388
C -3.0805 0.0936 -1.7566 -0.132
C -4.0699 0.9964 -2.1174 -0.073
C -5.1676 0.5667 -2.8472 -0.078
C -5.2698 -0.7659 -3.2274 -0.079
C -4.2801 -1.6700 -2.8714 -0.095
C -0.9548 -2.8022 -3.1371 -0.407
C -1.3422 -2.4614 -4.4294 -0.099
C -0.5629 -2.8435 -5.5134 -0.076
C 0.6073 -3.5624 -5.3180 -0.086
C 1.0070 -3.8961 -4.0311 -0.076
C 0.2328 -3.5116 -2.9483 -0.101
C -3.3907 -4.2240 -0.0844 -0.142
C -3.9499 -5.5071 0.0775 -0.085
H -5.5555 -2.3045 0.1557 0.114
H -7.8533 -1.7259 0.8104 0.116
H -8.9552 -0.7542 3.5290 0.118
H -9.1416 0.5488 2.3659 0.118
H -8.1959 0.7865 5.1366 0.118
H -8.3689 2.0917 3.9733 0.118
H -5.6834 2.5576 5.3619 0.116
H -3.3934 2.3883 4.5275 0.098
H -1.3325 3.1789 4.3705 0.100
H 0.1189 3.1253 6.3281 0.105
H 1.3175 1.0497 6.9458 0.104
H 0.9729 -1.0020 5.6000 0.094
H -0.5091 -0.9656 3.6617 -0.010
H -0.0391 3.1550 2.1038 0.069
H -0.0790 5.5121 1.4049 0.105
H -2.2141 6.5753 0.7419 0.098
H -4.2938 5.2407 0.7302 0.098
H -4.2661 2.8961 1.4791 0.102
H -4.0048 -3.2116 3.1048 0.125
H -4.8869 -5.5108 3.3386 0.118
H -6.0555 -7.4773 1.2983 0.119
H -4.4674 -8.0897 1.7320 0.120
H -5.6158 -7.9191 -0.9770 0.119
H -4.0509 -8.5792 -0.5336 0.118
H -3.5545 -6.8411 -3.0049 0.116
H -2.4290 -4.6966 -3.3024 0.101
H -2.2194 0.4377 -1.1933 0.086
H -3.9786 2.0340 -1.8192 0.110
H -5.9447 1.2677 -3.1252 0.103
H -6.1286 -1.0989 -3.7974 0.102
H -4.3720 -2.7081 -3.1645 0.103
H -2.2478 -1.8900 -4.5927 0.102
H -0.8732 -2.5768 -6.5160 0.106
H 1.2154 -3.8530 -6.1649 0.104
H 1.9256 -4.4453 -3.8684 0.107
H 0.5445 -3.7527 -1.9365 0.104
C -0.8511 3.2346 -5.6709 -0.547
C -1.3999 2.1713 -4.7225 -0.516
S -0.5313 2.1299 -3.1100 0.841
C 0.1829 0.4651 -3.1293 -0.568
C 1.2887 0.2279 -4.1464 -0.516
S 2.8484 1.0759 -3.7070 0.854
C 3.0769 2.2641 -5.0742 -0.553
C 1.9852 3.3166 -5.2374 -0.524
S 0.7273 2.8004 -6.4708 0.848
H -0.7263 4.1885 -5.1578 0.072
H -1.5415 3.3843 -6.5028 0.063
H -1.3346 1.1803 -5.1725 0.071
H -2.4495 2.3860 -4.5054 0.059
H -0.6294 -0.2443 -3.2806 0.032
H 0.5731 0.3502 -2.1115 -0.023
H 1.0131 0.5606 -5.1433 0.027
H 1.5054 -0.8426 -4.1912 0.058
H 3.2298 1.7053 -5.9988 0.061
H 4.0150 2.7553 -4.8134 0.063
H 2.4116 4.2501 -5.6073 0.064
H 1.4811 3.4982 -4.2935 0.033
```

Output
* LUMO level: -0.2 eV

=====

No. 2
A molecular structure, C64H66BrCrN3O12P5. Source: OMol25; level of theory: ωB97M-V/def2-TZVPD.

Structure (XYZ):
```
152
Properties=species:S:1:pos:R:3:lowdin_charge:R:1
Cr -0.0368 -0.7464 -0.0115 0.672
C 6.3723 2.3408 -2.0314 -0.014
C 5.1031 2.8723 -1.3359 -0.435
C 5.2756 4.3474 -0.9375 -0.011
C 4.8582 2.0257 -0.1030 -0.093
C 5.8305 1.9853 0.8854 -0.021
C 5.6928 1.1761 1.9956 -0.050
C 4.5762 0.3747 2.1061 -0.072
C 3.5732 0.3903 1.1437 -0.225
P 2.0396 -0.6012 1.4929 1.164
C 2.7820 -2.2357 1.9015 -0.338
C 3.5568 -2.5773 3.0125 -0.106
C 4.0309 -3.8704 3.1643 -0.069
C 3.7523 -4.8467 2.2186 -0.062
C 2.9786 -4.5217 1.1174 -0.048
C 2.5022 -3.2303 0.9642 -0.102
C 1.7836 0.2753 3.0945 -0.350
C 1.7513 -0.3357 4.3426 -0.127
C 1.6362 0.4261 5.4980 -0.066
C 1.5362 1.8048 5.4188 -0.068
C 1.5333 2.4228 4.1747 -0.051
C 1.6506 1.6628 3.0259 -0.080
C 3.7041 1.2552 0.0541 -0.171
O 2.6451 1.3221 -0.8084 -0.005
C 2.7906 2.0259 -1.9809 -0.174
C 1.7347 1.9217 -2.8931 -0.244
C 1.9104 2.4503 -4.1675 -0.090
C 3.0335 3.1877 -4.4882 -0.052
C 4.0249 3.3551 -3.5427 -0.022
C 3.9373 2.7522 -2.2953 -0.099
P 0.2357 0.9421 -2.4043 1.204
C -1.1564 2.1458 -2.6951 -0.317
C -2.2244 2.1200 -1.7979 -0.102
C -3.3123 2.9691 -1.9421 -0.052
C -3.3567 3.8670 -2.9939 -0.073
C -2.3088 3.9003 -3.9018 -0.074
C -1.2229 3.0519 -3.7544 -0.086
C 0.2119 0.0673 -4.0279 -0.355
C 1.4129 -0.5107 -4.4423 -0.126
C 1.5462 -1.0207 -5.7210 -0.083
C 0.4734 -0.9758 -6.6001 -0.082
C -0.7358 -0.4395 -6.1837 -0.071
C -0.8727 0.0696 -4.8984 -0.087
H 7.2277 2.3576 -1.3571 0.081
H 6.6214 2.9390 -2.9069 0.080
H 6.2117 1.3115 -2.3534 0.103
H 6.1180 4.4748 -0.2582 0.081
H 4.3753 4.7099 -0.4406 0.097
H 5.4532 4.9659 -1.8170 0.083
H 6.7111 2.6062 0.7895 0.114
H 6.4527 1.1691 2.7650 0.110
H 4.4752 -0.2574 2.9725 0.089
H 3.7862 -1.8639 3.7900 0.086
H 4.6266 -4.1146 4.0346 0.106
H 4.1290 -5.8520 2.3532 0.107
H 2.7318 -5.2691 0.3765 0.107
H 1.8877 -2.9924 0.1098 0.052
H 1.8123 -1.4117 4.4252 0.084
H 1.6234 -0.0666 6.4615 0.109
H 1.4562 2.3971 6.3207 0.105
H 1.4492 3.4996 4.1068 0.108
H 1.6471 2.1486 2.0587 0.098
H 1.1959 2.2431 -4.9483 0.101
H 3.1426 3.6108 -5.4776 0.109
H 4.9021 3.9357 -3.7942 0.113
H -2.2126 1.4194 -0.9798 0.065
H -4.1170 2.9343 -1.2182 0.109
H -4.1913 4.5474 -3.0988 0.104
H -2.3303 4.5932 -4.7331 0.104
H -0.4396 3.1217 -4.4875 0.083
H 2.2527 -0.5415 -3.7592 0.125
H 2.4867 -1.4516 -6.0367 0.113
H 0.5803 -1.3492 -7.6099 0.103
H -1.5678 -0.3998 -6.8755 0.105
H -1.8226 0.4897 -4.5922 0.107
C -1.1996 -5.1576 -3.6238 -0.066
C -0.4951 -4.9036 -2.2972 -0.536
O 0.3609 -6.0083 -2.0156 -0.094
P 0.6382 -3.3741 -2.3143 0.633
O 0.8934 -3.1086 -3.8648 -0.119
O 2.0306 -4.0863 -1.9620 -0.130
O 0.7668 -2.1291 -1.4559 -0.387
P -1.6369 -4.7906 -0.8519 0.322
O -3.1387 -4.7999 -1.4431 -0.126
O -1.4248 -6.0179 -0.0458 -0.290
O -1.3410 -3.4555 -0.2169 -0.401
H -0.4639 -5.3313 -4.4093 0.084
H -1.8487 -4.3371 -3.9062 0.066
H -1.8009 -6.0600 -3.5126 0.094
H 0.0185 -6.4008 -1.1849 0.073
H 0.1263 -2.6699 -4.2641 0.070
H 2.0437 -5.0069 -2.2642 0.080
H -3.4129 -3.9440 -1.8012 0.065
C -2.1348 6.4487 3.9141 -0.047
C -2.0828 5.1319 3.1921 -0.265
C -2.9709 4.1130 3.4759 -0.015
C -2.9226 2.8792 2.8305 -0.172
C -4.0058 1.9090 3.2362 -0.038
C -1.9048 2.6372 1.8865 -0.019
C -1.0390 3.7003 1.5314 -0.180
C -0.0501 3.6413 0.3927 -0.025
C -1.1477 4.9154 2.1885 -0.019
C -1.7215 1.2650 1.2883 -0.570
O -2.6784 0.5031 1.1167 -0.056
O -0.5063 0.9250 1.0072 -0.207
H -2.7802 6.3930 4.7891 0.074
H -2.5222 7.2300 3.2575 0.084
H -1.1356 6.7480 4.2318 0.079
H -3.7455 4.2816 4.2157 0.120
H -4.9623 2.4326 3.2509 0.086
H -3.8203 1.5412 4.2485 0.088
H -4.0851 1.0715 2.5577 0.050
H -0.5865 3.7642 -0.5493 0.080
H 0.4758 2.6939 0.3445 0.043
H 0.6658 4.4590 0.4748 0.084
H -0.4871 5.7300 1.9116 0.118
C -3.2511 -2.2279 4.4071 -0.184
N -3.3342 -3.1520 3.2902 -0.134
C -2.4391 -4.2800 3.5309 -0.161
N -1.0654 -3.8618 3.7906 -0.135
C -1.0410 -2.9021 4.8789 -0.188
N -1.8961 -1.7458 4.6466 -0.128
C -1.4271 -0.9227 3.5336 -0.249
P -1.3400 -1.8418 1.8750 1.118
C -3.0894 -2.5114 2.0138 -0.250
C -0.4404 -3.3262 2.5921 -0.275
H -3.5854 -2.7492 5.3084 0.127
H -3.9100 -1.3761 4.2262 0.126
H -2.4468 -4.9356 2.6588 0.132
H -2.8015 -4.8239 4.4074 0.129
H -0.0152 -2.5665 5.0435 0.113
H -1.3928 -3.4017 5.7860 0.128
H -0.4533 -0.5202 3.7922 0.060
H -2.1073 -0.0788 3.4374 0.074
H -3.2565 -3.2384 1.2272 0.082
H -3.7790 -1.6743 1.8917 0.091
H 0.5798 -3.0313 2.8412 0.068
H -0.4056 -4.1086 1.8374 0.079
Br -6.7155 0.6467 -0.1312 0.735
C -5.7081 -0.1403 -1.5337 -0.663
C -6.3273 -0.4435 -2.7353 -0.120
C -5.5740 -0.9995 -3.7599 -0.065
C -4.2257 -1.2596 -3.5783 -0.018
C -3.6296 -0.9708 -2.3557 -0.115
C -4.3691 -0.4063 -1.3199 -0.062
C -2.1852 -1.3036 -2.1067 -0.565
O -1.6747 -2.1730 -2.8327 -0.012
O -1.6429 -0.6426 -1.1755 -0.202
H -7.3837 -0.2575 -2.8673 0.100
H -6.0460 -1.2266 -4.7061 0.106
H -3.6243 -1.6834 -4.3718 0.115
H -3.8888 -0.1962 -0.3732 0.085
```

Output
* LUMO level (spin up / spin down): -1.4 / -0.2 eV
* spin multiplicity: 4
* <S²>: 3.855

=====

Number 2 is which compound? C64H66BrCrN3O12P5